# 1
C40H49N8OPdS | wB97M-V/def2-TZVPD

## Properties
energy above the lowest of the compared OMol25 structures with the same formula, charge and spin: 0.000 eV
HOMO-LUMO gap: 7.680 eV
total charge: +1
lowest unoccupied orbital energy: -2.37 eV

Last column: Mulliken charge in e.
Positions of all 100 atoms, in Å:
Pd -0.09161 -1.17068 -0.71403  0.58
C 6.27089 0.99518 1.22962  -1.56
C 6.11572 -0.41714 0.64695  1.77
C 7.06299 -0.56155 -0.54358  -2.17
C 6.49531 -1.45875 1.70928  -1.58
C 4.66212 -0.63448 0.24792  0.65
C 4.26545 -0.96884 -1.04260  -0.45
C 2.92325 -1.16074 -1.31880  -1.04
N 1.97155 -1.03707 -0.39829  -0.10
C 2.32510 -0.69093 0.85230  -0.56
C 3.65031 -0.49913 1.19557  0.01
C 1.19816 -0.46768 1.79309  -0.53
C 1.35261 -0.11878 3.11964  -0.37
C 0.23545 0.10123 3.92671  0.83
C -1.00974 -0.04826 3.33155  -0.87
C -1.10069 -0.39519 1.99345  -0.85
N -0.02222 -0.60255 1.25288  -0.03
C 0.42309 0.49111 5.38796  1.97
C 1.21333 1.80603 5.45436  -1.55
C -0.91214 0.68766 6.10492  -2.16
C 1.20672 -0.61761 6.10490  -1.60
H 7.31124 1.16380 1.51030  0.46
H 5.65955 1.13927 2.12094  0.32
H 5.98800 1.75389 0.49764  0.35
H 8.08608 -0.38241 -0.21307  0.43
H 6.83898 0.16228 -1.32951  0.42
H 7.02691 -1.56455 -0.97189  0.42
H 7.53476 -1.31756 2.00816  0.46
H 6.38699 -2.47229 1.32022  0.37
H 5.87622 -1.37071 2.60296  0.32
H 4.98186 -1.09437 -1.84050  0.52
H 2.59323 -1.43441 -2.31401  0.46
H 3.90116 -0.22590 2.20989  0.52
H 2.34321 -0.01469 3.53762  0.49
H -1.92217 0.10824 3.88626  0.62
H -2.04350 -0.51432 1.47287  0.55
H 0.68068 2.60729 4.93930  0.34
H 2.20171 1.71060 5.00283  0.30
H 1.35032 2.10150 6.49544  0.46
H -1.50166 1.48589 5.65087  0.41
H -0.72607 0.96390 7.14301  0.44
H -1.50794 -0.22652 6.10832  0.41
H 2.19490 -0.76614 5.66772  0.30
H 0.67014 -1.56662 6.06020  0.35
H 1.34359 -0.35268 7.15416  0.47
C -1.54322 4.49638 0.37236  -0.84
N -0.35967 4.02183 -0.33235  0.18
C 0.47614 4.86516 -0.97009  -0.10
C 1.55358 4.41146 -1.64621  -1.10
C 1.75101 2.99859 -1.63656  0.99
N 0.94995 2.15542 -1.02043  0.02
C -0.15070 2.62533 -0.36044  -0.07
O -0.97310 1.91631 0.19366  -0.40
N 2.80534 2.46760 -2.29748  -0.39
H -1.55212 5.58337 0.34991  0.33
H -1.52606 4.14587 1.40205  0.26
H -2.44185 4.10606 -0.10184  0.25
H 0.23336 5.91775 -0.90933  0.34
H 2.22106 5.08505 -2.15972  0.41
H 3.51010 3.05060 -2.70833  0.21
H 2.97904 1.48312 -2.18784  0.14
C -2.04633 -4.31590 -1.13320  -0.86
N -2.27144 -3.77683 -2.46185  0.28
C -3.55367 -3.89279 -3.16308  -0.36
C -3.26615 -3.22748 -4.52224  -0.58
N -1.96562 -2.61485 -4.28224  0.08
C -1.44122 -2.97790 -3.11650  -0.19
S 0.13917 -2.53606 -2.61655  -0.53
H -2.94805 -4.84319 -0.82940  0.40
H -1.84433 -3.50893 -0.42949  0.13
H -1.21027 -5.01413 -1.14218  0.29
H -4.33114 -3.36965 -2.60115  0.17
H -3.83664 -4.93933 -3.26589  0.49
H -4.00832 -2.47332 -4.77566  0.25
H -3.20821 -3.95283 -5.33460  0.39
H -1.48652 -1.99223 -4.91020  0.27
N -2.03910 -1.13483 -0.57862  -0.16
C -2.86388 -0.54854 -1.33774  0.80
C -2.59830 0.08133 -2.67316  0.40
C -1.38111 0.66960 -2.99891  0.49
C -1.13967 1.13287 -4.28532  -0.95
C -2.11508 1.02819 -5.26683  -0.72
C -3.34880 0.47645 -4.94539  -0.83
C -3.58639 0.01674 -3.65959  -0.88
C -4.28480 -0.48565 -0.84190  0.19
C -5.06555 0.65258 -1.02052  -0.14
C -6.35191 0.71342 -0.50324  -0.92
C -6.87692 -0.36722 0.19067  -0.54
C -6.10254 -1.50433 0.37959  -0.99
C -4.81317 -1.55752 -0.12643  -0.02
H -0.61753 0.80740 -2.24659  0.00
H -0.18524 1.59141 -4.51333  0.50
H -1.92666 1.39503 -6.26755  0.41
H -4.12713 0.41132 -5.69540  0.46
H -4.55195 -0.40890 -3.41550  0.70
H -4.66211 1.49957 -1.56170  0.47
H -6.94604 1.60721 -0.64298  0.42
H -7.88301 -0.32228 0.58614  0.42
H -6.50383 -2.34802 0.92654  0.43
H -4.18727 -2.42559 0.04105  0.39


# 2
C40H50Cl3GeN17O5RbS | wB97M-V/def2-TZVPD

## Properties
expectation value of S²: 0.75
energy above the lowest of the compared OMol25 structures with the same formula, charge and spin: 0.000 eV
HOMO-LUMO gap (spin up / spin down): 3.486 / 3.485 eV
2S+1: 2
total charge: -2
lowest unoccupied orbital energy (spin up / spin down): 2.84 / 2.84 eV

Last column: Löwdin spin population.
Positions of all 118 atoms, in Å:
Rb -0.12025 -0.89068 0.14352  0.01
O -3.02072 1.10903 -3.24625  0.00
C -1.91515 1.17287 -2.66164  0.00
O -1.44173 0.33412 -1.89724  0.00
C -1.10342 2.47133 -2.99751  0.00
C -1.91971 3.83052 -2.78622  0.00
C -1.10168 4.89659 -3.52664  0.00
C -0.02875 5.35214 -2.44031  0.00
C -0.15175 4.18618 -1.44758  0.00
O -1.60570 4.13468 -1.31794  0.00
C 0.15795 2.93165 -2.20299  0.00
C 0.85334 1.90324 -1.31972  0.01
O 1.70117 1.05641 -1.87232  0.17
O 0.50424 1.89783 -0.14263  0.01
H -0.77772 2.26687 -4.01284  0.00
H -2.98947 3.89347 -2.98931  0.00
H -1.68265 5.78955 -3.90779  0.00
H -0.68422 4.45300 -4.47259  0.00
H -0.37966 6.34284 -1.98605  0.00
H 0.98189 5.48651 -2.87963  0.00
H 0.35640 4.24689 -0.50543  0.00
H 0.86830 3.24747 -3.00247  0.00
C 5.13186 -4.33309 1.92402  0.00
N 4.32315 -3.66213 0.95063  0.00
C 4.93421 -3.48658 -0.33507  0.00
C 3.14078 -2.94085 1.14578  0.00
N 2.69601 -2.02901 0.35216  0.00
N 2.42115 -3.36862 2.31662  0.00
C 1.27280 -2.64168 2.73163  0.00
N 0.24518 -3.47269 2.99227  0.00
N 1.26341 -1.37196 2.77553  0.00
H 6.05280 -3.72379 2.06338  0.00
H 5.30762 -5.31054 1.52587  0.00
H 4.64483 -4.47687 2.90310  0.00
H 5.09790 -2.42784 -0.68150  0.00
H 4.34642 -3.98507 -1.12500  0.00
H 5.92263 -3.95001 -0.33950  0.00
H 3.24919 -1.78024 -0.48209  0.00
H 2.43258 -4.38616 2.42220  0.00
H 0.40903 -4.43461 2.82947  0.00
H -0.51377 -3.24842 3.59712  0.00
H 0.36765 -0.99523 3.04765  0.00
N -0.08669 -3.51141 -4.68941  0.00
C 0.29955 -2.37028 -5.30454  0.00
C 0.48098 -1.43424 -4.32319  0.01
N 0.24554 -2.01822 -3.10595  0.00
C -0.17140 -3.23400 -3.31239  0.00
C -0.59820 -4.19651 -2.28019  0.00
N -0.80006 -3.97171 -0.97253  0.00
C -1.42199 -5.07008 -0.50192  0.00
C -1.43870 -6.06587 -1.44409  0.00
N -0.90792 -5.48569 -2.58863  0.00
H -0.43784 -4.40684 -5.08018  0.00
H 0.38968 -2.35294 -6.36366  0.00
H 0.67482 -0.38771 -4.41892  0.01
H -1.74863 -5.06100 0.53899  0.00
H -1.60421 -7.13734 -1.40862  0.00
H -0.96624 -5.85201 -3.54252  0.00
C -4.31129 -1.96927 -2.82742  0.00
C -5.69850 -1.61131 -2.19154  0.00
C -6.71126 -2.79214 -2.35649  0.00
C -6.20041 -0.42165 -3.05059  0.00
C -5.59141 -1.21036 -0.73645  0.00
C -6.61766 -1.37276 0.20348  0.00
C -6.41562 -1.21337 1.59405  0.00
C -5.25068 -0.66287 1.99987  0.00
S -4.71878 -0.13379 3.58455  0.00
C -3.10093 0.24032 2.92303  0.00
N -2.96939 0.05881 1.59892  0.00
C -4.16781 -0.38816 1.06456  0.00
C -4.39799 -0.64888 -0.30740  0.00
C -2.16187 0.95067 3.76453  0.00
C -2.49026 1.71248 4.88575  0.00
C -1.50580 2.46250 5.55478  0.00
C -0.18954 2.36209 5.14631  0.00
C 0.16780 1.44392 4.12776  0.00
C -0.81409 0.81367 3.47702  0.00
H -4.44195 -2.41931 -3.82549  0.00
H -3.80672 -2.74237 -2.24557  0.00
H -3.70637 -1.02438 -2.97527  0.00
H -6.35350 -3.46470 -3.08143  0.00
H -7.68501 -2.35783 -2.56056  0.00
H -6.79246 -3.45798 -1.46204  0.00
H -6.13966 -0.81244 -4.07611  0.00
H -5.41954 0.35664 -2.95690  0.00
H -7.24798 -0.06292 -2.82620  0.00
H -7.57796 -1.59620 -0.17850  0.00
H -7.09885 -1.66760 2.31825  0.00
H -3.61488 -0.35500 -0.99616  0.00
H -3.55870 1.62344 5.21914  0.00
H -1.79736 2.99037 6.44939  0.00
H 0.67049 2.93840 5.58317  0.00
H 1.17091 1.20029 3.91544  0.00
N 4.58362 7.11782 0.92040  0.00
N 3.71594 6.53693 1.74309  0.00
N 3.49486 5.27356 2.11683  0.00
C 2.33110 5.38198 2.79762  0.00
N 1.88140 6.62558 2.82180  0.00
N 2.72876 7.37940 2.19834  0.00
H 5.11569 6.57639 0.23093  0.00
H 4.18657 8.03554 0.69212  0.00
H 1.72062 4.56613 3.03827  0.00
C 5.93176 -0.62926 3.52941  0.00
N 5.06588 0.52852 3.51830  0.00
C 5.49599 1.84424 3.82041  0.00
C 4.38788 2.61903 3.61458  0.00
N 3.35906 1.82710 3.16691  0.00
C 3.79093 0.60774 3.02664  0.00
H 6.29465 -0.90224 4.57205  0.00
H 6.79422 -0.54564 2.84787  0.00
H 5.33185 -1.49807 3.19010  0.00
H 6.52213 2.06280 4.10378  0.00
H 4.22931 3.66388 3.86600  0.00
H 3.24341 -0.17273 2.48301  0.00
Cl 3.86350 3.06784 -2.44693  0.09
Ge 3.07204 1.19814 -3.25181  0.34
Cl 4.04583 0.84974 -5.45755  0.27
Cl 4.20328 -0.31405 -2.24295  0.06


Question: The highest total charge belongs to which entry?
Answer: C40H49N8OPdS